Computed, not measured: a cluster of 11 separate species, C44H110O22 in total, with ωB97M-V/def2-TZVPD.

Calculated values
net charge	0
orbital gap	9.98	eV
energy relative to the best compared isomer or geometry (same formula, charge and spin)	326.9	kJ/mol
molecular weight	991.34	g/mol
LUMO level	0.68	eV
strongest force on any atom	2.9	eV/Å

Positions of all 176 atoms, in Å:
H 5.95139 8.18261 -3.52063
C 9.00818 0.60294 -3.48302
H -1.34225 -1.43754 -4.22884
H -5.67298 7.14636 2.48720
C 2.34780 -8.55445 -2.05851
H 0.23360 -4.87897 -4.09037
O -1.71546 -4.91924 0.13232
C -8.11518 -2.32384 -3.18031
H 4.37746 -0.60350 2.45239
C -1.50783 2.63376 -0.46668
H 2.90363 7.58755 -5.36249
O -0.04037 -2.79766 -3.42330
H -9.44512 -4.36428 -4.38756
H 9.50583 -0.36334 -3.56517
H 2.22044 -4.75989 1.17668
H -2.79168 -2.77997 -5.47372
H 3.50579 -2.92531 2.97536
H -2.79256 -3.50690 2.35262
H 4.61208 9.25779 -3.17386
C -8.79321 -4.56552 -3.53749
H 1.07779 5.25557 1.18453
H -2.61049 7.50383 0.73766
H -5.42148 -4.16782 3.10429
C 4.59704 -6.98330 0.32570
H 1.31295 4.34146 -1.29351
O 4.90039 -2.98859 1.59289
O -0.60387 1.51962 -0.55195
H -6.89986 2.24851 4.91474
C -2.20452 -3.20987 -4.66222
H -0.78502 2.02026 4.80273
O 3.35728 -7.62375 -1.65130
H -5.28343 4.39400 3.47879
H -1.81321 2.76598 0.57128
C -3.96221 3.29870 2.31187
C -1.16738 6.43055 2.03794
H 1.95450 -5.93451 -0.18180
O -2.94660 -3.06700 -3.50801
O 8.32472 0.74529 -2.31351
O -0.08296 7.05478 1.31572
H -2.06666 -4.27146 -4.86745
C 2.67623 -5.47939 0.49649
H -5.39723 -1.06487 0.26933
H -1.03660 6.22519 3.10040
C 6.26059 -3.29917 1.26704
H 6.38122 0.88283 2.56106
O 3.57364 -6.43370 1.14180
H 6.39277 0.70508 4.30923
H 4.98503 8.92564 -4.80789
H -0.71478 3.74057 6.27480
H -2.90661 0.10682 2.09973
H 1.56101 -8.65481 -1.31086
C 0.99276 -2.13313 0.90567
O -6.53767 -1.79075 -1.38875
H -4.62472 -3.64710 -2.57257
H -6.35440 0.02199 -0.71150
H -8.14762 1.80649 3.61042
H -1.04156 3.59259 -0.69320
O 0.92635 2.52703 3.64232
H -9.43274 -4.60364 -2.65564
H -2.21450 8.30029 2.23125
H 5.03107 -3.28169 3.69967
H -8.93823 -2.18486 -2.47933
H 0.58764 -0.69651 -1.21459
O 4.08563 7.29113 -3.66841
H 2.75225 -9.52674 -2.33992
H -0.80017 -1.77642 -1.05121
H 4.57054 -0.90809 4.15438
H 8.29953 0.71446 -4.30368
H 4.95491 -8.72284 -0.99771
C -4.78290 -5.04525 3.20639
H -4.99127 7.84913 1.15499
H -4.00717 -5.02396 -3.43176
H -0.90163 3.51832 3.82905
O -3.61526 6.75385 2.29363
H 9.69578 1.43916 -3.60967
H -5.45300 -5.90429 3.23923
C -3.63529 0.91745 2.09852
C 4.56194 -2.65830 2.93850
H 8.56531 -1.05768 -1.51031
H -4.68339 -3.77684 -4.38410
H 6.46359 -1.25551 -0.31789
C 1.15406 6.32353 1.38881
H -2.45847 2.59794 -0.99877
H -6.03345 -1.64580 -3.30430
C -6.93347 -1.47110 -2.71478
H -0.44742 -2.21665 -5.44917
H -8.41928 -5.58570 -3.62412
O -3.11943 2.14466 2.42339
O -7.68873 -3.64783 -3.36303
C -2.78840 -3.98432 0.20415
O 2.17758 5.74046 -2.66380
H 6.84261 0.40398 -0.16730
O 5.40206 0.04354 -1.55700
H -4.18985 -3.06265 1.41522
H 6.71972 -4.10513 1.83951
H 2.54090 5.34093 -4.67254
H 4.40428 0.86437 0.06705
H -4.67133 8.51370 2.88509
H 2.12495 4.56210 4.10215
H -3.31571 4.17610 2.29419
H 3.36125 0.46366 -1.19555
C -0.23659 2.87342 4.40342
H 5.31320 -7.45749 0.99679
C -2.37371 7.31849 1.78537
C 0.16025 3.68037 5.62764
H 3.24843 -4.77849 -0.11133
O 0.58741 5.03908 5.39242
C -0.30586 -0.90320 -0.62549
H -2.14742 0.13407 -0.27237
H -4.78970 -0.65733 -1.30963
H 1.94725 -1.95746 0.40950
H 1.28763 -2.27945 1.94479
H -8.45737 -1.90137 -4.12505
C 0.72137 -3.98397 -3.70416
H -7.78339 3.42374 4.05947
O 0.11091 -1.00842 0.75522
H 2.01195 6.61958 0.78509
H 7.87563 0.37865 3.27312
C -4.09620 -3.93868 -3.48017
H 1.48972 1.23985 2.10353
H 2.07910 6.21713 4.79937
H 0.90750 3.08599 6.15340
H -4.13621 -5.02326 4.08356
H -2.30165 -3.04749 -0.06697
H 1.91750 -8.12049 -2.96107
O 6.35044 -1.04416 3.19370
H -0.49405 -5.80916 -1.28458
O -4.11913 -5.11843 1.95273
H 0.78996 4.23734 -2.93077
H -3.56211 -4.18564 -0.53677
C 2.78233 7.43087 -4.29065
H 6.95185 -2.46849 1.40926
C -7.32326 2.44420 3.92957
C -4.75820 7.66705 2.20409
H 6.38193 -3.52795 0.20824
C 4.11621 -8.15785 -0.59095
H 7.40405 -1.12410 -2.79267
H -0.79179 -4.16321 -1.56326
H 1.57806 6.41351 2.38893
H -1.54431 0.14770 -1.93005
H 1.41293 -4.25317 -2.90581
H 0.15046 2.25050 1.75631
C 6.60073 -0.35293 -0.91341
C 4.28284 0.12355 -0.72322
H 1.02946 6.16911 -4.32470
C 1.87990 5.16072 4.97949
C -0.95300 -2.41759 -4.50466
C 4.95539 -1.18298 3.17233
C -1.25689 0.27074 -0.88585
C -1.29664 -5.07308 -1.23868
C 2.07943 6.09957 -4.04040
C -5.70680 -0.85374 -0.75424
C 6.79419 0.29646 3.38188
H -1.30964 5.43649 1.61401
H 0.55104 -3.05860 0.53624
H 5.04926 -6.22903 -0.31825
C 0.58955 1.65505 2.55676
C 4.94046 8.45016 -3.82809
H -2.14767 -5.26645 -1.89172
C -3.47549 -3.86848 1.58389
H 4.01661 -0.80652 -0.22101
C 1.67245 4.42498 -2.31912
C -5.05910 3.32943 3.41182
H -7.21788 -0.41904 -2.69485
H -4.47064 0.60596 2.72562
H -3.90466 0.98719 1.04464
C 7.73248 -0.51141 -1.95311
H -4.70651 2.90129 4.35015
O -6.16330 2.46532 3.05028
H 1.27654 -3.69973 -4.59809
H 3.50169 -8.85971 -0.02715
H 2.19522 8.23532 -3.84765
H -0.02932 0.79810 2.82271
H -4.55554 3.22799 1.40026
H 2.37025 3.60069 -2.46647
H 2.49102 4.85783 5.82971